{
  "formula": "I2NO",
  "method": "ωB97M-V/def2-TZVPD",
  "charge": -1,
  "gap_ev": 4.5292,
  "lumo_ev": 1.06,
  "e_above_lowest_kcal_mol": 12.1,
  "largest_force_ha_per_bohr": 0.13510,
  "species": ["I", "I", "O", "N"],
  "coordinates": [[2.3686, 1.1000, -0.0829], [-3.5626, 0.5704, -0.0822], [0.7482, -1.4203, 0.0400], [0.4458, -0.2502, 0.1251]],
  "forces_ev_per_a": [[-0.387, -0.136, 0.041], [0.141, -0.056, 0.001], [-2.029, 6.626, 0.496], [2.275, -6.433, -0.538]],
  "mulliken_charge": [-0.128, -0.972, -0.104, 0.204]
}

{
  "formula": "C36H60GeN6O5PTi",
  "method": "ωB97M-V/def2-TZVPD",
  "charge": 2,
  "s_squared": 3.7563,
  "gap_ev": [7.2455, 6.4291],
  "spin_multiplicity": 4,
  "lumo_ev": [-3.96, -6.67],
  "e_above_lowest_kcal_mol": 0.0,
  "largest_force_ha_per_bohr": 0.02778,
  "species": ["C", "N", "H", "C", "H", "H", "C", "H", "H", "C", "H", "O", "C", "H", "H", "C", "C", "H", "Ge", "C", "H", "H", "C", "C", "H", "C", "H", "C", "H", "H", "H", "N", "H", "H", "H", "C", "H", "C", "C", "H", "H", "H", "C", "N", "O", "H", "P", "H", "H", "C", "C", "H", "O", "N", "C", "C", "H", "H", "C", "H", "H", "H", "C", "H", "C", "H", "H", "H", "H", "H", "H", "H", "H", "C", "H", "H", "H", "H", "O", "C", "H", "O", "C", "C", "C", "H", "H", "C", "H", "C", "H", "C", "C", "H", "N", "C", "H", "C", "C", "H", "H", "H", "Ti", "H", "H", "H", "H", "C", "H", "N"],
  "coordinates": [[-1.9903, -3.8611, 0.9208], [-0.1741, -5.9163, -3.7855], [-0.4489, -5.1628, -1.4290], [-2.7850, 1.9079, -4.4752], [1.9928, 4.0373, 0.7616], [0.3584, 0.9709, 5.3313], [1.3594, 1.4558, -2.9516], [-1.0142, -5.8000, 0.6809], [-4.4665, 2.1934, 2.1396], [-0.5651, 4.7000, 2.9917], [3.2175, -1.3365, 1.4743], [2.2070, 1.0372, 0.9246], [2.0348, -1.1385, 4.5605], [4.5289, 2.1157, 1.8741], [-0.6880, 2.2557, -4.2296], [-1.7796, 2.4293, -0.5199], [1.6570, 2.6094, -2.2265], [4.1390, 2.6584, 0.2240], [1.8087, 1.4258, 2.6541], [2.7805, 2.2544, -4.7320], [-2.8600, 1.0255, 3.3958], [0.6730, -5.6387, -3.3158], [-2.9228, 3.1599, -0.7109], [1.1020, 4.5607, 1.1179], [1.6757, -1.6550, -2.6576], [-3.9292, 3.0578, 0.2503], [-0.0756, -0.5450, 6.1195], [-0.1065, -0.0048, 5.1730], [1.9859, -1.7311, 5.4742], [4.0592, -0.2066, 2.5764], [-4.8542, 1.3473, -4.5359], [-1.3225, -5.5772, -1.8375], [1.7230, 0.4019, -4.7953], [3.3686, 0.9707, -1.5016], [-3.0345, -3.5479, 1.0163], [-2.4464, -5.6789, -0.9160], [1.2968, 5.6328, 1.0724], [3.6110, 0.1532, -0.8270], [-1.3622, 0.6043, -3.0269], [4.9307, -0.9493, 1.2502], [-3.2661, -5.0216, -1.2281], [-1.1559, 0.1410, 4.9183], [4.4900, 1.8161, 0.8218], [-2.3907, -6.5617, -3.6382], [0.5879, 2.6897, 2.5442], [-4.8591, 3.5990, 0.1340], [0.2292, 0.2461, -2.1970], [2.8540, 4.1338, 3.1500], [-2.5995, -1.1660, 0.2514], [-3.7198, 0.0922, -3.2146], [1.8876, 4.5116, 3.4987], [2.9018, -0.6643, -0.9660], [0.8093, -3.8906, -0.2949], [-1.6807, -1.4340, 0.5905], [3.5958, 0.6078, 0.6162], [1.9326, 1.2875, -4.2096], [-3.0314, 3.7770, -1.5903], [3.7135, 4.1600, -4.4186], [0.7710, 4.1350, 2.5403], [-3.2503, -6.6466, -3.1262], [-2.3629, -6.9415, -4.5680], [1.2670, 2.7340, -1.2227], [0.6761, -1.3526, -2.9689], [3.2238, 2.1092, -5.7081], [0.6277, -0.7955, 4.1006], [-4.5702, -0.5162, -2.9341], [-2.3561, -0.9764, -1.9640], [-0.0303, -2.1094, -2.6245], [1.9737, 5.5959, 3.5744], [5.5109, 1.5835, 0.5171], [0.6172, -1.3045, -4.0553], [-1.1709, -1.8255, 3.5036], [-2.8198, -6.7060, -0.9294], [2.4908, 3.5839, -2.7523], [0.3393, -2.5326, 2.8578], [-2.6817, -5.8438, 1.1831], [-1.7812, -1.4766, 1.6027], [-1.6293, -2.8296, -0.9570], [0.8515, -1.7537, 0.2836], [-1.9887, -5.3427, 0.5066], [0.2691, 4.3355, 0.4503], [0.7012, 0.0195, 2.8769], [-2.5022, 1.5987, 1.4959], [-1.2971, -2.7660, 0.0856], [-3.7213, 2.2778, 1.3600], [4.6063, -0.2157, -1.0762], [2.7092, 4.4763, -2.1797], [-0.1256, -2.0559, 3.7214], [-0.5569, 5.7889, 2.9346], [0.2488, -2.8332, 0.0305], [-0.9875, 2.4729, -1.2511], [-3.8798, 1.1384, -4.1150], [-2.4711, -0.1654, -2.6734], [-1.3626, 4.3288, 2.3452], [-1.5576, 1.6242, 0.5428], [-1.5313, 1.6431, -3.9367], [1.6886, 4.1214, 4.4983], [-1.3060, -6.0246, -3.0709], [3.0557, 3.4057, -4.0079], [-0.1163, -2.7578, 4.5557], [-1.5746, -3.8030, 1.9312], [-1.2705, 0.8099, 2.8851], [0.1635, 0.1534, 0.5451], [2.5647, -1.7209, 3.8080], [-0.7800, 4.4098, 4.0203], [2.6135, -0.2399, 4.7958], [-2.9022, 2.7179, -5.1833], [3.9612, -0.5414, 1.5388], [-0.0819, -6.3641, -4.6802], [-2.2478, 0.8383, 2.6162]],
  "forces_ev_per_a": [[0.025, -0.005, -0.015], [-0.095, -0.014, 0.110], [-0.692, -0.235, -0.356], [-0.006, 0.008, 0.000], [0.013, 0.007, -0.001], [0.005, 0.003, 0.002], [-0.015, 0.028, -0.025], [0.055, 0.043, -0.046], [-0.001, 0.021, 0.003], [-0.013, 0.027, -0.021], [-0.006, -0.002, -0.029], [-0.095, -0.042, 0.036], [0.019, -0.094, 0.039], [-0.040, 0.003, 0.007], [-0.001, -0.006, 0.009], [0.046, -0.017, 0.073], [-0.033, 0.026, -0.023], [-0.002, -0.010, -0.016], [0.266, 0.269, 0.327], [-0.003, -0.012, 0.000], [-0.009, 0.005, -0.011], [0.003, -0.006, -0.059], [-0.042, 0.007, 0.036], [0.021, 0.022, -0.012], [-0.014, -0.005, 0.017], [-0.018, 0.050, -0.078], [0.002, -0.001, 0.000], [0.002, -0.037, 0.058], [0.006, -0.005, -0.005], [-0.043, 0.006, 0.023], [0.000, 0.004, -0.006], [0.952, 0.695, 0.807], [-0.001, 0.004, -0.004], [0.061, -0.038, 0.046], [-0.033, 0.004, -0.054], [-0.128, 0.030, 0.245], [-0.018, -0.002, 0.011], [-0.018, -0.052, -0.046], [-0.028, -0.051, -0.023], [-0.007, -0.002, 0.010], [0.054, 0.018, -0.028], [0.018, 0.033, -0.003], [0.086, 0.021, -0.027], [0.068, 0.087, 0.196], [-0.083, 0.005, 0.131], [0.003, 0.001, 0.000], [0.028, 0.036, 0.185], [-0.012, -0.026, -0.009], [0.056, 0.068, -0.054], [0.011, 0.010, -0.004], [0.030, 0.078, 0.077], [-0.003, -0.014, 0.006], [-0.804, -0.103, -0.184], [0.139, 0.176, 0.169], [-0.141, 0.030, -0.013], [-0.021, 0.002, -0.011], [-0.004, -0.002, -0.003], [0.001, -0.001, -0.004], [0.026, -0.137, -0.127], [-0.022, -0.001, 0.003], [0.027, 0.007, -0.012], [-0.052, -0.007, 0.032], [-0.011, -0.004, -0.004], [0.001, 0.001, -0.001], [0.087, 0.138, -0.101], [-0.004, 0.003, 0.002], [0.018, -0.026, 0.025], [0.011, 0.007, 0.012], [-0.005, -0.004, -0.010], [-0.002, -0.002, 0.008], [0.016, 0.009, 0.002], [0.004, 0.007, -0.002], [0.013, -0.006, 0.015], [0.001, 0.011, -0.013], [0.036, 0.008, 0.010], [0.022, -0.016, 0.034], [-0.053, 0.005, -0.036], [-0.012, -0.008, -0.013], [0.443, 0.224, 0.225], [0.020, 0.119, -0.020], [-0.014, -0.023, -0.018], [-0.182, -0.097, -0.019], [-0.076, 0.054, -0.003], [0.091, -0.046, -0.021], [0.093, -0.059, 0.042], [0.008, 0.002, 0.014], [0.000, 0.002, 0.000], [-0.085, -0.029, 0.036], [0.014, -0.004, 0.005], [0.108, -0.807, -0.266], [0.038, 0.027, 0.010], [-0.011, -0.014, 0.005], [-0.015, 0.020, -0.039], [-0.007, 0.006, -0.001], [-0.145, 0.277, 0.059], [-0.006, 0.013, -0.018], [0.000, -0.018, -0.010], [0.275, -0.113, -0.483], [0.003, 0.008, 0.017], [0.004, -0.004, 0.002], [-0.022, -0.072, 0.004], [-0.021, 0.018, -0.019], [-0.261, -0.493, -0.732], [0.001, 0.028, -0.029], [0.003, -0.016, -0.001], [-0.018, 0.019, -0.018], [0.000, 0.003, 0.000], [0.104, -0.008, -0.008], [0.000, 0.009, -0.022], [0.014, -0.056, 0.022]],
  "mulliken_charge": [-0.872, -0.389, 0.085, -0.826, -0.018, 0.306, 0.158, 0.405, 0.522, -1.529, -0.108, 1.425, -1.619, 0.353, 0.402, -1.403, 0.403, 0.271, -0.160, -0.792, 0.357, 0.196, -1.250, -0.956, 0.427, -0.774, 0.454, -1.462, 0.559, 0.423, 0.434, 0.063, 0.385, 0.369, 0.496, -1.034, 0.560, -1.579, 0.312, 0.610, 0.435, 0.329, -1.629, -0.374, -0.025, 0.479, 2.617, 0.354, 0.449, -0.856, -1.700, 0.006, -0.907, -0.610, 1.347, -0.733, 0.570, 0.404, 1.444, 0.189, 0.200, -0.460, -1.584, 0.434, 1.178, 0.464, 0.213, 0.217, 0.479, 0.427, 0.670, 0.302, 0.770, -0.429, 0.215, 0.518, 0.042, 0.281, -0.375, -1.304, 0.109, 0.514, -0.165, 0.936, -0.915, 0.595, 0.511, -1.652, 0.446, -0.609, 1.143, -0.641, -0.438, 0.175, 1.168, -0.505, 0.362, 0.836, -0.882, 0.636, 0.108, -0.451, 1.242, 0.319, 0.389, 0.389, 0.448, -1.479, 0.206, -0.048]
}